(1)
2 unconnected molecules or ions with the total composition C4H7NO in a non-equilibrium geometry, computed with ωB97M-V with the def2-TZVPD basis set.

Last columns: bonded neighbours and bond lengths (Å).
CARTESIAN COORDINATES (ANGSTROEM)
1 O -0.815 -2.014 -0.894  C4 1.171
2 N -0.169 1.438 0.627  C3 1.271, H13 1.021
3 C 0.107 0.398 1.304  N2 1.271, C6 1.499, H10 1.099
4 C -0.901 -0.993 -1.461  O1 1.171, C5 1.310
5 C -0.974 0.162 -2.076  C4 1.310, H8 1.081, H9 1.086
6 C 1.359 -0.385 1.052  C3 1.499, H7 1.097, H11 1.095, H12 1.094
7 H 2.098 -0.166 1.832  C6 1.097
8 H -1.624 0.290 -2.930  C5 1.081
9 H -0.416 0.986 -1.643  C5 1.086
10 H -0.549 0.018 2.100  C3 1.099
11 H 1.158 -1.461 1.075  C6 1.095
12 H 1.785 -0.109 0.084  C6 1.094
13 H -1.059 1.839 0.928  N2 1.021

- frontier orbital gap (eV) = 10.08
- SMILES = [H]/N=C/C.C=C=O
- energy above the lowest of the compared OMol25 structures with the same formula, charge and spin (kcal per mole) = 49.2

Here are the natural (NBO) charges for atoms 1 to 5, given in e: number 1, O, carries -0.48; number 2, N, carries -0.64; number 3, C, carries 0.15; number 4, C, carries 0.72; number 5, C, carries -0.80


(2)
C15H19F7O2P2S in the gas phase, computed with ωB97M-V with the def2-TZVPD basis set.

Last columns: bonded neighbours and bond lengths (Å).
CARTESIAN COORDINATES (ANGSTROEM)
1 S -0.419 1.435 -2.877  P3 2.198, O11 1.440, O12 1.440, C20 1.882
2 P 0.332 -1.383 -0.839  P3 2.155, C13 1.836, C18 1.843
3 P -1.262 -0.242 -1.733  S1 2.198, P2 2.155, C17 1.851
4 F 1.347 5.395 -1.375  C16 1.339
5 F 0.490 2.236 -0.111  C26 1.352
6 F -1.965 3.137 -1.621  C20 1.345
7 F 2.240 3.528 -2.076  C16 1.334
8 F -0.455 4.202 0.063  C26 1.356
9 F 2.330 4.052 0.041  C16 1.347
10 F -0.456 4.033 -2.931  C20 1.348
11 O -1.259 1.592 -4.036  S1 1.440
12 O 1.002 1.276 -3.050  S1 1.440
13 C 0.793 -2.553 -2.177  P2 1.836, C19 1.533, H35 1.092, H44 1.090
14 C -2.693 -0.564 0.609  C17 1.536, C24 1.513, H39 1.094, H45 1.090
15 C -1.070 0.052 2.486  C23 1.389, C24 1.390, H34 1.082
16 C 1.578 4.110 -1.074  F4 1.339, F7 1.334, F9 1.347, C26 1.559
17 C -2.141 0.541 -0.305  P3 1.851, C14 1.536, H30 1.087, H36 1.083
18 C 1.877 -0.421 -0.550  P2 1.843, C22 1.546, H31 1.091, H46 1.080
19 C 1.321 -3.842 -1.538  C13 1.533, H33 1.092, H40 1.089, H43 1.088
20 C -0.676 3.081 -2.002  S1 1.882, F6 1.345, F10 1.348, C26 1.556
21 C -0.397 -1.585 4.117  C23 1.383, C27 1.389, H38 1.081
22 C 2.329 -0.416 0.928  C18 1.546, H29 1.090, H32 1.087, H42 1.088
23 C -0.337 -0.299 3.614  C15 1.389, C21 1.383, H37 1.082
24 C -1.875 -0.880 1.842  C14 1.513, C15 1.390, C25 1.391
25 C -1.945 -2.165 2.372  C24 1.391, C27 1.384, H41 1.083
26 C 0.230 3.385 -0.774  F5 1.352, F8 1.356, C16 1.559, C20 1.556
27 C -1.215 -2.519 3.494  C21 1.389, C25 1.384, H28 1.082
28 H -1.280 -3.526 3.883  C27 1.082
29 H 1.677 -1.041 1.538  C22 1.090
30 H -2.956 1.121 -0.728  C17 1.087
31 H 2.641 -0.910 -1.156  C18 1.091
32 H 2.308 0.588 1.347  C22 1.087
33 H 1.996 -3.610 -0.712  C19 1.092
34 H -0.996 1.067 2.119  C15 1.082
35 H 1.552 -2.113 -2.827  C13 1.092
36 H -1.490 1.216 0.236  C17 1.083
37 H 0.288 0.444 4.092  C23 1.082
38 H 0.189 -1.855 4.985  C21 1.081
39 H -2.763 -1.493 0.035  C14 1.094
40 H 0.499 -4.413 -1.109  C19 1.089
41 H -2.566 -2.911 1.893  C25 1.083
42 H 3.332 -0.828 1.018  C22 1.088
43 H 1.853 -4.449 -2.267  C19 1.088
44 H -0.080 -2.742 -2.803  C13 1.090
45 H -3.713 -0.316 0.902  C14 1.090
46 H 1.804 0.582 -0.943  C18 1.080

- frontier orbital gap (eV) = 8.88
- SMILES = CCP(CC)#P(CCc1ccccc1)S(=O)(=O)C(F)(F)C(F)(F)C(F)(F)F

Here are the natural (NBO) charges for atoms 1 to 5, given in e: number 1, S, carries 1.82; number 2, P, carries 0.54; number 3, P, carries 0.32; number 4, F, carries -0.30; number 5, F, carries -0.31


(3)
C11H14BrN3O7 in the gas phase in a non-equilibrium geometry, computed with ωB97M-V with the def2-TZVPD basis set.

Last columns: bonded neighbours and bond lengths (Å).
CARTESIAN COORDINATES (ANGSTROEM)
1 Br -0.870 0.637 -2.362  C21 2.008
2 O -0.432 1.141 2.980  C14 1.455, C19 1.309
3 O -1.796 2.867 2.820  C19 1.191
4 O 0.400 2.741 -0.325  C22 1.352, H32 1.023
5 O 4.577 0.727 0.368  C20 1.430, H27 0.978
6 O 2.334 -0.237 -0.078  C15 1.434, C16 1.436
7 O 1.673 2.532 2.405  C17 1.466, H23 0.989
8 O -2.279 2.319 0.037  C18 1.486, H29 1.014
9 N -1.091 -0.988 0.539  C12 1.474, C13 1.420, H25 0.998
10 N 0.689 -1.945 -0.580  C13 1.247, C16 1.510
11 N -0.570 -3.338 0.539  C13 1.323, H24 1.016, H34 1.024
12 C -0.487 0.355 0.617  N9 1.474, C14 1.568, C18 1.621, C21 1.523
13 C -0.261 -2.094 0.214  N9 1.420, N10 1.247, N11 1.323
14 C 0.327 0.442 1.954  O2 1.455, C12 1.568, C17 1.618, H31 1.112
15 C 2.204 1.106 0.408  O6 1.434, C17 1.468, C20 1.585, C22 1.540
16 C 1.216 -0.570 -0.915  O6 1.436, N10 1.510, C21 1.464, H26 1.109
17 C 1.749 1.199 1.801  O7 1.466, C14 1.618, C15 1.468, H35 1.120
18 C -1.748 1.305 0.985  O8 1.486, C12 1.621, C19 1.551, H33 1.108
19 C -1.368 1.841 2.390  O2 1.309, O3 1.191, C18 1.551
20 C 3.627 1.792 0.278  O5 1.430, C15 1.585, H28 1.116, H30 1.082
21 C 0.255 0.514 -0.704  Br1 2.008, C12 1.523, C16 1.464, C22 1.413
22 C 1.122 1.621 -0.558  O4 1.352, C15 1.540, C21 1.413, H36 1.117
23 H 1.157 2.473 3.246  O7 0.989
24 H -0.153 -4.027 -0.080  N11 1.016
25 H -1.844 -1.210 1.156  N9 0.998
26 H 1.448 -0.463 -1.994  C16 1.109
27 H 4.492 0.062 -0.344  O5 0.978
28 H 3.801 2.493 1.128  C20 1.116
29 H -2.780 1.864 -0.719  O8 1.014
30 H 3.669 2.457 -0.574  C20 1.082
31 H 0.555 -0.617 2.204  C14 1.112
32 H -0.546 2.780 -0.712  O4 1.023
33 H -2.526 0.610 1.355  C18 1.108
34 H -1.554 -3.561 0.710  N11 1.024
35 H 2.453 0.593 2.426  C17 1.120
36 H 1.607 1.627 -1.564  C22 1.117

- frontier orbital gap (eV) = 9.60
- SMILES = NC1=N[C@@H]2O[C@]3(CO)[C@@H](O)[C@H]4OC(=O)[C@@H](O)[C@@]4(N1)[C@@]2(Br)[C@H]3O
- energy above the lowest of the compared OMol25 structures with the same formula, charge and spin (kcal per mole) = 53.3

Here are the natural (NBO) charges for atoms 1 to 5, given in e: number 1, Br, carries 0.02; number 2, O, carries -0.49; number 3, O, carries -0.53; number 4, O, carries -0.73; number 5, O, carries -0.72


| no. | E_tot (hartree) | highest occupied orbital energy (eV) |
| --- | --- | --- |
| 1 | -286.55323 | -9.1 |
| 2 | -2513.38381 | -8.7 |
| 3 | -3692.44735 | -9.5 |